1.
126
Properties=species:S:1:pos:R:3:forces:R:3 method="wB97M-V/def2-TZVPD" e_tot_ev=-107103.5450 total_charge=-2 molar_mass_g_mol=845.91
C 7.12742 -3.27159 1.01973 -0.14 -0.17 -0.11
O 7.53485 -4.35124 0.18869 0.12 -0.02 0.13
C 7.62544 -4.05719 -1.18478 -0.04 -0.10 -0.39
C 6.41107 -4.50236 -2.02322 0.21 -0.14 0.47
C 5.05425 -4.44509 -1.31205 -0.52 0.11 -0.72
C 4.06762 -3.41736 -1.90036 0.59 -0.26 0.30
P 3.29092 -2.28210 -0.61451 0.06 0.49 0.14
P 1.21483 -3.26992 -0.74481 0.89 -0.42 0.37
O 0.53461 -3.00483 0.70263 -0.39 0.46 -0.16
O 0.22011 -2.46594 -1.73308 -0.55 -0.09 0.01
S 1.18272 -5.21858 -1.07284 -0.29 -0.27 -0.30
O 2.81861 -1.22696 -1.93091 -0.37 0.13 0.42
C 3.72516 -0.19682 -2.13787 0.71 -0.20 -0.04
C 3.11910 1.06825 -2.76492 -0.19 0.19 0.15
O 3.27120 2.15195 -2.15324 -0.03 0.25 0.48
O 2.56798 0.88733 -3.85701 -0.31 -0.03 -0.69
C 4.53374 -0.04833 -0.84701 0.39 -0.63 0.06
P 6.17334 0.70906 -1.08199 -0.24 0.51 0.30
O 6.66966 1.49018 0.04863 0.24 0.09 0.29
O 7.18194 -0.49932 -1.44459 -0.01 0.07 -0.34
O 6.14204 1.59052 -2.42414 0.33 -0.36 -0.10
O 4.77359 -1.38076 -0.41546 -0.15 -0.23 0.00
H 7.94780 -2.96624 1.66689 0.18 0.03 0.09
H 6.77874 -2.42108 0.44881 -0.04 0.22 -0.20
H 6.28934 -3.59789 1.62757 -0.12 -0.09 0.21
H 7.82081 -3.00028 -1.35629 -0.05 0.26 0.27
H 8.50289 -4.58923 -1.55274 0.19 -0.08 -0.07
H 6.58841 -5.51800 -2.36922 0.07 -0.23 0.00
H 6.40109 -3.88961 -2.92095 -0.06 0.15 -0.22
H 5.16626 -4.28557 -0.24808 0.15 0.06 0.26
H 4.58437 -5.41723 -1.41710 -0.08 -0.27 0.21
H 3.33284 -3.92821 -2.51278 -0.28 -0.01 -0.01
H 4.62005 -2.76080 -2.56529 0.01 0.27 -0.14
H 3.56024 -3.21061 0.46169 0.11 -0.09 -0.06
H 2.67326 -1.41592 0.36302 -0.16 0.02 -0.31
H -0.35627 -3.37968 0.68843 0.07 -0.12 0.12
H 0.39768 -2.72665 -2.64516 0.06 0.16 0.00
H 4.47863 -0.56189 -2.87713 -0.01 0.03 -0.25
H 4.03483 0.48068 -0.04093 -0.27 0.50 -0.13
H 6.90317 -0.92029 -2.26912 0.00 -0.28 0.19
H 5.95878 1.03451 -3.19319 -0.29 0.31 -0.10
C 1.19385 2.42060 0.86169 0.08 0.09 0.04
C -0.04297 1.83039 0.19837 0.04 -0.09 0.23
C -1.33709 2.56064 0.57546 -0.15 -0.16 -0.29
O -1.83874 2.27000 1.88219 -0.04 0.21 -0.08
C -1.21412 2.99119 2.91909 -0.10 -0.18 0.13
N -0.10515 0.39540 0.47441 -0.30 0.19 0.08
H 1.27353 2.12297 1.91145 -0.02 -0.02 -0.06
H 2.08349 2.07395 0.34489 0.11 -0.07 -0.08
H 1.18565 3.51262 0.80634 -0.01 -0.01 -0.01
H 0.08072 1.94913 -0.88092 -0.02 0.04 -0.06
H -2.12699 2.24154 -0.11210 -0.02 -0.05 0.10
H -1.22059 3.64325 0.45162 0.06 0.10 0.06
H -0.94067 4.00207 2.59951 0.05 -0.01 0.00
H -0.32177 2.47396 3.28073 0.06 0.13 0.02
H -1.92549 3.06250 3.74840 0.00 0.02 -0.04
H -0.85729 -0.02998 -0.05987 0.19 -0.11 -0.16
H -0.37406 0.27067 1.44647 0.14 -0.06 0.04
C 1.96947 6.43173 -4.46641 0.03 -0.01 -0.08
C 2.32608 5.20797 -3.62281 0.00 0.27 0.02
C 1.14712 4.60727 -2.86180 0.05 -0.49 0.01
O 0.73437 5.34497 -1.71154 -0.14 0.10 -0.03
C -0.13332 6.42090 -1.96386 0.08 -0.07 0.16
N 3.44043 5.53685 -2.73345 0.02 -0.10 0.09
H 1.84866 7.32767 -3.85400 -0.02 -0.02 0.04
H 2.76633 6.63705 -5.18259 0.04 0.01 0.03
H 1.04443 6.27021 -5.02602 -0.01 0.00 0.01
H 2.67577 4.42510 -4.29944 -0.07 -0.11 0.06
H 1.48084 3.63340 -2.49846 0.04 0.01 0.09
H 0.28498 4.43557 -3.52188 -0.01 0.12 -0.03
H -0.81538 6.20061 -2.79282 0.00 0.03 -0.04
H 0.41137 7.34557 -2.18404 -0.05 0.02 -0.09
H -0.72693 6.58715 -1.06071 0.01 -0.01 -0.02
H 3.73900 4.67315 -2.27917 0.05 -0.07 -0.14
H 3.07355 6.11309 -1.98061 0.00 0.00 0.00
C -2.25479 -8.77951 -4.45869 -0.04 -0.14 0.03
C -1.98893 -7.94757 -3.20552 0.04 0.11 -0.27
C -3.20895 -7.14134 -2.73711 0.04 -0.07 0.24
O -3.49584 -5.98734 -3.50179 -0.10 -0.02 -0.07
C -4.22055 -6.20862 -4.68898 0.06 0.12 0.03
N -0.80660 -7.11927 -3.42203 -0.29 -0.01 0.20
H -2.25227 -8.16381 -5.35817 -0.01 0.05 0.01
H -1.47183 -9.52797 -4.57959 0.04 0.03 -0.01
H -3.21536 -9.29926 -4.39914 0.00 0.02 -0.01
H -1.75282 -8.64408 -2.39418 -0.06 0.02 0.06
H -3.00276 -6.77503 -1.72944 0.03 0.07 -0.03
H -4.10401 -7.78048 -2.67784 0.02 -0.03 -0.06
H -4.94337 -7.02419 -4.57160 0.01 -0.03 -0.02
H -3.56153 -6.42970 -5.53325 -0.05 -0.08 -0.02
H -4.76279 -5.29042 -4.91688 0.00 0.01 0.02
H -0.55532 -6.65339 -2.54975 0.28 0.00 -0.07
H -1.06601 -6.35749 -4.04281 0.07 -0.01 -0.05
C -3.69500 1.94448 6.71121 -0.01 0.14 0.11
C -4.04999 0.56357 7.25153 0.00 0.08 -0.19
C -2.98749 -0.50312 6.95364 0.00 -0.12 0.14
O -2.98382 -0.97049 5.62522 0.09 0.08 -0.03
C -2.30544 -0.13960 4.69220 -0.10 -0.09 -0.13
N -5.37435 0.18044 6.75134 0.03 -0.08 0.05
H -3.84636 2.00821 5.63471 0.03 -0.05 -0.02
H -4.32888 2.70340 7.17078 -0.05 -0.02 -0.01
H -2.65554 2.19952 6.92503 0.02 -0.02 -0.02
H -4.11901 0.64477 8.34136 0.02 -0.06 0.02
H -3.20352 -1.38148 7.56955 -0.02 -0.01 -0.03
H -1.98798 -0.14613 7.23771 -0.01 0.06 -0.02
H -1.44228 0.35384 5.14763 -0.01 0.02 0.03
H -2.97612 0.61181 4.27039 0.08 0.08 -0.01
H -1.95631 -0.76831 3.87567 0.00 -0.05 0.03
H -5.65944 -0.68817 7.19365 -0.03 0.03 0.04
H -5.26957 -0.06132 5.76908 -0.01 0.05 -0.02
C -5.15860 3.98304 0.93323 0.14 0.07 -0.08
C -6.01110 5.11948 1.48604 -0.04 -0.25 -0.02
C -6.08212 5.13871 3.01832 0.00 0.22 0.03
O -6.93129 4.16017 3.58526 0.07 -0.06 0.02
C -6.36015 2.86894 3.71104 -0.18 -0.05 0.05
N -7.34312 5.07522 0.87152 -0.02 0.11 0.12
H -5.67551 3.02493 0.97504 -0.03 0.00 0.05
H -4.91621 4.16978 -0.11233 -0.04 0.01 -0.02
H -4.21845 3.88798 1.48008 0.00 -0.06 0.00
H -5.54108 6.06052 1.18352 0.00 0.03 0.05
H -6.50258 6.09960 3.33028 -0.04 -0.03 0.01
H -5.07677 5.06687 3.45429 0.02 -0.05 -0.05
H -5.29072 2.92522 3.93198 0.03 0.00 -0.05
H -6.51199 2.27491 2.80727 0.11 -0.02 -0.01
H -6.86054 2.36290 4.53655 0.01 0.05 0.04
H -7.87229 5.89337 1.15875 0.02 0.03 -0.06
H -7.84480 4.29241 1.28188 0.02 -0.05 -0.06

=====

2.
99
Properties=species:S:1:pos:R:3:forces:R:3 method="wB97M-V/def2-TZVPD" multiplicity=6 s2=8.760 e_tot_ev=-247796.1501 total_charge=-1 molar_mass_g_mol=1382.60
Ru 0.43111 0.01050 -0.10133 -0.52 -0.46 1.15
N 3.17263 5.95042 3.92109 -0.07 -0.11 0.13
C 2.91009 4.58762 3.73504 0.08 0.10 0.04
C 3.89490 3.63668 3.99719 0.03 0.02 0.00
C 3.63211 2.28799 3.82528 -0.06 0.00 -0.06
C 2.37552 1.88851 3.40195 0.01 0.17 0.03
C 1.37851 2.82700 3.14829 0.05 -0.05 0.07
C 1.64610 4.16877 3.32231 -0.07 0.01 0.01
S 1.99051 0.19579 3.13759 0.01 0.21 -0.31
O 0.64192 0.02317 3.57996 -0.04 -0.12 0.05
O 3.04861 -0.61812 3.66886 -0.02 -0.01 0.11
N 1.97389 0.05219 1.50157 0.63 -0.04 -0.17
C 3.11168 0.09088 0.75291 -0.37 -0.08 0.31
N 2.86980 -0.33330 -0.51497 0.23 0.32 0.07
C 3.85024 -0.16914 -1.39878 -0.26 -0.30 -0.13
C 5.08194 0.33732 -1.05022 0.10 0.01 0.04
C 5.24864 0.66086 0.29084 -0.06 0.02 0.07
N 4.29183 0.54309 1.19524 0.02 -0.05 -0.04
H 4.14588 6.20260 3.87837 0.02 0.00 -0.06
H 2.59394 6.56757 3.37581 0.02 0.00 -0.08
H 4.87854 3.96434 4.31807 -0.03 -0.02 0.00
H 4.38993 1.53573 4.00030 -0.01 0.04 -0.01
H 0.40662 2.48935 2.80493 0.03 0.01 0.01
H 0.88277 4.91086 3.10983 0.02 -0.04 0.00
H 3.63541 -0.48618 -2.41394 -0.03 0.07 -0.01
H 5.86799 0.46792 -1.77908 -0.01 -0.01 0.03
H 6.19583 1.05086 0.65260 -0.01 -0.02 -0.01
O -1.00041 1.35612 0.91038 -0.28 -0.19 -0.38
As -2.66839 1.43555 0.78019 0.11 0.03 0.27
C -3.17102 2.31887 -0.83149 0.01 0.04 -0.12
C -2.18328 2.56738 -1.77310 -0.09 0.08 0.03
C -2.51877 3.20896 -2.95758 -0.04 0.00 -0.01
C -3.82762 3.61221 -3.18061 0.02 -0.02 0.04
C -4.80691 3.39183 -2.21697 0.01 -0.01 -0.05
C -4.48111 2.74391 -1.03675 0.06 -0.01 -0.02
C -3.59483 -0.21208 1.00325 0.03 -0.09 0.06
C -3.13670 -1.06122 2.00928 -0.15 0.10 0.01
C -3.82734 -2.23896 2.25794 -0.07 -0.02 0.01
C -4.95494 -2.55517 1.51116 0.00 0.05 -0.01
C -5.40548 -1.70013 0.50998 0.00 -0.03 0.01
C -4.72593 -0.51925 0.25088 0.09 -0.07 0.02
C -3.27755 2.57668 2.19285 0.19 0.10 0.12
C -4.33434 2.23208 3.02290 -0.02 0.05 -0.01
C -4.69135 3.08049 4.06469 0.00 0.02 -0.02
C -3.98806 4.25779 4.27349 0.01 -0.01 -0.03
C -2.93006 4.60170 3.43819 -0.04 0.00 -0.01
C -2.57253 3.76245 2.39538 -0.07 -0.04 0.04
H -1.15826 2.29018 -1.56457 -0.03 0.01 -0.01
H -1.75437 3.38753 -3.70355 0.00 0.01 0.02
H -4.08868 4.11089 -4.10573 0.01 -0.01 0.01
H -5.82312 3.72565 -2.38718 0.02 -0.01 0.00
H -5.23807 2.58380 -0.27758 -0.02 -0.01 0.01
H -2.23501 -0.83199 2.56357 0.00 -0.01 0.01
H -3.46292 -2.91260 3.02356 0.03 0.00 -0.06
H -5.48029 -3.48484 1.69727 0.00 0.02 0.00
H -6.27193 -1.96413 -0.08411 0.01 0.00 0.02
H -5.05327 0.13098 -0.55031 0.00 0.01 -0.02
H -4.87258 1.30587 2.86389 0.01 -0.04 0.02
H -5.51402 2.81533 4.71719 0.03 0.00 -0.01
H -4.26131 4.90986 5.09438 0.01 -0.01 -0.03
H -2.38357 5.52176 3.60480 0.00 -0.03 0.00
H -1.74089 4.01302 1.74659 0.03 0.00 0.01
Br 1.07392 1.37770 -6.45656 -0.02 -0.06 0.00
C 0.35862 -0.31110 -5.96519 -0.08 -0.06 -0.01
C 0.01726 -1.18428 -6.98962 0.02 0.02 -0.02
C -0.52738 -2.42193 -6.68849 0.00 -0.02 0.00
C -0.71620 -2.79370 -5.36494 0.00 0.02 0.05
C -0.36002 -1.92654 -4.34271 0.01 -0.04 -0.10
C 0.16727 -0.67430 -4.63719 0.06 0.08 0.05
I 0.66975 0.61602 -3.06474 0.21 0.22 -0.78
H 0.18427 -0.88657 -8.01650 -0.04 -0.01 0.03
H -0.80095 -3.09534 -7.49145 0.01 0.02 0.02
H -1.14632 -3.75749 -5.12102 0.03 0.02 -0.01
H -0.48382 -2.20228 -3.30476 -0.04 0.00 -0.03
O -4.80194 -6.14311 -0.71443 -0.02 0.04 -0.05
N -3.81942 -5.91590 -0.02768 0.09 0.15 0.05
O -3.44064 -6.63908 0.87417 0.01 -0.01 0.03
C -3.05170 -4.70157 -0.29624 0.03 -0.19 0.07
C -3.45365 -3.86996 -1.31178 -0.11 0.02 -0.06
C -2.72561 -2.72263 -1.56198 -0.04 0.09 -0.11
C -1.51655 -2.42060 -0.86373 -0.19 0.22 -0.23
O -0.73375 -1.48028 -1.23814 0.14 0.14 -0.26
C -1.25447 -3.25643 0.24929 0.15 0.22 0.10
C -1.97740 -4.36992 0.53148 -0.13 -0.31 0.03
N -0.23010 -2.80593 1.23254 -0.16 -0.21 0.05
O -0.41074 -3.37797 2.40351 0.07 0.18 -0.30
O -0.41832 -1.38033 1.29733 0.51 -0.40 0.07
N -3.30509 -1.78314 -2.53257 0.11 -0.27 0.00
O -4.19525 -2.20020 -3.26041 0.05 -0.01 0.04
O -2.91071 -0.63452 -2.55061 0.03 0.10 0.10
H -4.34055 -4.08493 -1.88682 0.01 0.00 -0.01
H -1.72635 -4.95107 1.40740 0.03 0.05 0.00
I 1.70315 -5.09042 0.60974 -0.13 0.06 -0.01
C 1.17730 -3.04198 0.72885 -0.23 0.26 0.21
H 1.82403 -2.57679 1.46156 0.00 0.03 0.05
H 1.29227 -2.61680 -0.26114 0.02 0.03 -0.09
S 3.02409 4.01606 0.09405 -0.01 -0.07 -0.10
C 1.96004 2.88785 -0.35143 -0.18 0.00 -0.20
N 1.17647 2.07800 -0.70797 0.17 0.09 0.22

=====

3.
32
Properties=species:S:1:pos:R:3:forces:R:3 method="wB97M-V/def2-TZVPD" e_tot_ev=-40449.2874 total_charge=-1 molar_mass_g_mol=385.71
Rb -1.07297 0.58220 0.29286 -3.61 2.89 -1.85
S -2.44123 -0.65757 1.86106 -6.29 -1.44 4.84
O -2.13579 -1.53125 0.74762 0.80 -1.88 -1.87
O -1.19947 0.00252 2.32112 -5.79 0.40 5.73
O -3.27589 0.44158 1.34919 -1.24 0.60 -0.08
O -3.09980 -1.42966 2.91882 0.50 0.65 -0.21
C -0.55447 -3.04321 2.64495 0.69 -0.30 -1.00
C 0.56521 -2.33412 1.81064 -2.29 0.84 1.60
C 0.58504 -0.80265 2.03632 3.03 -1.65 1.29
O 2.00951 -0.53532 2.13615 1.41 -0.66 -0.80
C 2.70842 -1.69632 2.21845 2.56 1.30 0.42
O 3.95822 -1.74091 2.26826 -3.94 -0.28 -0.08
O 1.84742 -2.72102 2.31206 0.97 -0.56 -0.99
H -0.48233 -4.12940 2.58938 0.41 -0.16 -0.25
H -1.50697 -2.80015 2.17404 0.32 -0.18 0.55
H -0.55035 -2.81796 3.71141 0.11 0.52 -0.17
H 0.35612 -2.44929 0.74710 0.77 -1.02 -0.19
H 0.06178 -0.58006 2.96624 2.26 -0.38 0.48
H 0.05936 -0.16766 1.32318 5.02 -2.62 2.06
C -0.15791 1.85756 -1.47748 0.64 -0.22 -1.27
C -0.21851 1.94039 -2.92954 -0.27 2.47 -1.20
C 0.40123 3.25544 -3.40461 0.07 0.72 0.09
O 1.32875 2.87741 -4.40714 0.19 -0.82 -0.42
C 1.39219 1.52200 -4.46108 2.33 -2.35 -2.90
O 2.14870 0.86289 -5.21911 -2.98 2.80 3.12
O 0.47762 0.96073 -3.63020 1.43 -0.68 -0.61
H -0.91551 2.52056 -1.05968 0.09 0.21 -0.19
H 0.78899 2.06152 -0.97761 0.33 0.27 -0.47
H -0.43002 0.85580 -1.14500 2.50 2.24 -5.71
H -1.23680 1.95410 -3.31815 -0.26 -0.46 0.38
H 0.94666 3.79379 -2.62951 0.09 -0.20 0.16
H -0.35708 3.94812 -3.76966 0.15 -0.06 -0.46

=====

4.
18
Properties=species:S:1:pos:R:3:forces:R:3 method="wB97M-V/def2-TZVPD" smiles=CN[C@@H](CN)C[S-] e_tot_ev=-18141.2814 total_charge=-1 molar_mass_g_mol=119.21
C 0.37470 -1.14808 -2.03797 1.71 1.35 0.43
N 0.96300 -0.86778 -0.67360 -1.34 -0.71 -2.27
C -0.03520 -0.32812 0.29600 1.46 1.43 2.24
C 0.80802 0.85142 0.95325 0.34 -1.35 0.65
N 0.31503 1.50763 2.16999 1.16 0.85 -1.58
C -1.36797 0.33495 -0.13257 -0.10 -2.16 -0.02
S -2.64281 0.41169 1.21382 0.40 0.40 -0.18
H 1.18773 -1.04996 -2.77347 0.03 -0.20 0.11
H -0.26477 -0.29402 -2.26540 -0.58 -0.75 -0.17
H 0.00497 -2.16849 -2.13078 -0.82 0.25 -0.09
H 1.26534 -1.80669 -0.44875 0.10 0.26 1.03
H -0.17802 -1.05350 1.09851 -0.57 -0.23 -0.18
H 1.78216 0.51328 1.33817 0.03 -0.61 -0.83
H 1.01672 1.39355 0.03243 0.05 1.21 0.50
H -0.51396 2.04381 1.98669 -0.74 -0.60 0.53
H 0.25300 0.76711 2.84566 -0.92 0.23 0.29
H -1.12349 1.26049 -0.65360 -0.25 0.26 0.02
H -1.84445 -0.36731 -0.81839 0.04 0.35 -0.47